This record from OMol25 describes a molecular structure, H3N3O3 in a non-equilibrium geometry. The level of theory is ωB97M-V/def2-TZVPD.

Summary:
* charge: 0
* relative energy (zero: lowest compared OMol25 entry of this formula, charge and spin): 468.43 kJ/mol
* HOMO-LUMO gap: 0.354 hartree
* multiplicity: 1
* HOMO energy: -9.168 eV

Element x y z (Å)
N  -1.30154  0.66814  -0.14252
N  -0.36484  -0.21968  -0.63509
N  1.29211  0.30093  -0.13834
O  1.33718  1.48902  0.02453
O  2.15255  -0.49479  -0.00645
O  -0.52096  -1.38384  0.10608
H  -0.90164  1.52054  0.18960
H  -1.81660  0.21201  0.57728
H  0.12373  -2.09233  0.02491

Results of the natural (NBO) charge analysis, in e, for atoms 1 through 8: number 1, N, carries -0.64; number 2, N, carries 0.14; number 3, N, carries 0.57; number 4, O, carries -0.39; number 5, O, carries -0.35; number 6, O, carries -0.60; number 7, H, carries 0.39; number 8, H, carries 0.37

***

This record from OMol25 describes 2 unconnected molecules or ions with the total composition C3H9N in a non-equilibrium geometry. The level of theory is ωB97M-V/def2-TZVPD.

Summary:
* charge: 0
* relative energy (zero: lowest compared OMol25 entry of this formula, charge and spin): 144.33 kJ/mol
* HOMO-LUMO gap: 0.413 hartree
* multiplicity: 1
* HOMO energy: -10.361 eV

Element x y z (Å)
C  0.03142  -3.33675  0.41458
N  -0.73542  -3.42663  1.42900
H  0.94884  -3.92525  0.49824
H  -0.24718  -3.11773  -0.61569
H  -1.54694  -2.82924  1.22735
C  -0.36034  2.29470  0.10255
C  0.76383  1.86732  -0.80466
H  -0.20759  2.17035  1.17783
H  -1.31982  1.82026  -0.08547
H  -0.51740  3.33209  -0.21546
H  1.17976  0.88762  -0.58921
H  0.35175  1.76519  -1.82100
H  1.65908  2.49807  -0.71806

Results of the natural (NBO) charge analysis, in e, for atoms 1 through 8: number 1, C, carries -0.06; number 2, N, carries -0.57; number 3, H, carries 0.15; number 4, H, carries 0.15; number 5, H, carries 0.32; number 6, C, carries -0.61; number 7, C, carries -0.61; number 8, H, carries 0.21

***

This record from OMol25 describes C17H15Cl2NO4 in the gas phase. The level of theory is ωB97M-V/def2-TZVPD.

Summary:
* charge: 0
* relative energy (zero: lowest compared OMol25 entry of this formula, charge and spin): 0.00 kJ/mol
* HOMO-LUMO gap: 0.337 hartree
* multiplicity: 1
* HOMO energy: -8.642 eV

Element x y z (Å)
C  -4.84510  -1.38040  -2.97904
O  -3.89761  -0.67281  -2.19652
C  -4.19716  -0.56378  -0.88298
O  -5.19762  -1.03894  -0.41178
C  -3.16168  0.20402  -0.15405
C  -2.25884  0.99571  -0.85716
C  -1.29729  1.74760  -0.20607
C  -0.26867  2.53823  -0.97195
N  0.97542  1.79067  -1.02761
C  1.98206  2.01954  -0.15874
O  2.04847  2.99341  0.56117
C  3.08132  0.99328  -0.20560
C  4.38869  1.43698  -0.36749
C  5.44089  0.54040  -0.38655
C  5.20083  -0.81267  -0.22497
C  3.90406  -1.26525  -0.03540
Cl  3.61626  -2.94906  0.19100
C  2.83953  -0.36702  -0.02590
Cl  1.23515  -0.95880  0.26030
C  -1.23385  1.69056  1.18172
C  -2.11255  0.90669  1.90115
C  -3.09102  0.14994  1.25358
O  -3.96656  -0.65104  1.88484
C  -3.93352  -0.74278  3.28928
H  -4.97591  -2.39388  -2.59388
H  -5.81173  -0.87242  -2.95787
H  -4.44765  -1.40399  -3.99064
H  -2.32872  1.02035  -1.93373
H  -0.60756  2.73965  -1.99083
H  -0.04346  3.47870  -0.46403
H  0.94543  0.90966  -1.51768
H  4.55956  2.49684  -0.47414
H  6.45155  0.89243  -0.52088
H  6.01103  -1.52430  -0.23290
H  -0.48030  2.26407  1.70126
H  -2.03186  0.88624  2.97613
H  -4.73148  -1.43536  3.55107
H  -2.97733  -1.13987  3.64542
H  -4.12625  0.22583  3.76108

Results of the natural (NBO) charge analysis, in e, for atoms 1 through 8: number 1, C, carries -0.26; number 2, O, carries -0.52; number 3, C, carries 0.76; number 4, O, carries -0.57; number 5, C, carries -0.16; number 6, C, carries -0.16; number 7, C, carries -0.08; number 8, C, carries -0.25

***

This record from OMol25 describes a molecular structure, C19H43OP3S2Sm in a non-equilibrium geometry. The level of theory is ωB97M-V/def2-TZVPD.

Summary:
* charge: +3
* relative energy (zero: lowest compared OMol25 entry of this formula, charge and spin): 0.00 kJ/mol
* HOMO-LUMO gap (spin up / spin down): 0.139 / 0.143 hartree
* multiplicity: 6
* HOMO energy (spin up / spin down): -15.271 / -15.277 eV

Element x y z (Å)
Sm  -1.49613  0.22671  -0.31726
P  1.11585  1.50798  1.24428
P  0.59908  0.88617  -2.67609
P  -1.29229  -0.82065  2.45378
H  -3.09945  -1.62680  -1.57617
C  -3.23223  -1.40297  -0.50079
C  -3.76505  -0.18663  -0.06270
H  -4.15233  0.57450  -0.77000
C  2.68405  0.64166  1.67827
C  1.89558  2.97817  0.46583
C  0.80162  2.30003  2.88329
C  0.22957  0.67766  -4.46421
C  1.36014  2.55733  -2.78358
C  2.14935  -0.11837  -2.56242
C  -2.40135  -2.25064  2.80581
C  -1.97147  0.33376  3.72387
C  0.18713  -1.37333  3.41102
H  -3.08989  -2.26085  0.17071
H  -4.09879  -0.01631  0.98250
H  3.35354  1.34831  2.18714
H  3.18064  0.29618  0.76176
H  2.49418  -0.20388  2.34995
H  2.44116  3.55033  1.22699
H  1.12547  3.62860  0.03548
H  2.60838  2.67573  -0.30945
H  1.62487  2.99241  3.11269
H  0.73364  1.56277  3.69034
H  -0.12627  2.88331  2.82635
H  1.01222  1.11958  -5.09817
H  -0.73127  1.15734  -4.70440
H  0.19795  -0.40036  -4.66103
H  2.38942  2.51970  -2.40620
H  0.75621  3.23031  -2.16835
H  1.37249  2.93719  -3.81772
H  2.42079  -0.56206  -3.53367
H  1.95289  -0.91078  -1.82400
H  2.99133  0.50250  -2.22826
H  -2.25735  -2.60378  3.84018
H  -2.18553  -3.05362  2.08832
H  -3.44514  -1.93351  2.66305
H  -1.89502  -0.14907  4.71102
H  -3.02617  0.53685  3.49271
H  -1.41265  1.27713  3.73671
H  -0.16883  -2.00059  4.24657
H  0.74234  -0.51147  3.81101
H  0.85824  -1.97810  2.78465
C  1.63698  -3.87916  -0.93163
C  2.94173  -4.24582  -0.58317
C  3.71160  -4.95861  -1.52039
C  3.23638  -5.21210  -2.80378
C  1.95480  -4.75341  -3.15714
C  1.16100  -4.06310  -2.23153
S  0.62365  -3.32346  0.33321
H  1.39627  -3.48095  1.41817
H  3.28683  -4.01794  0.41262
H  4.69587  -5.29986  -1.23066
H  3.84597  -5.73376  -3.56281
H  1.57500  -4.92608  -4.16581
H  0.18877  -3.69852  -2.52676
C  -3.56570  4.01275  -1.27954
S  -2.03952  3.80992  -0.35374
C  -2.61712  3.67605  1.34071
O  -1.67794  2.32860  -0.72397
H  -3.64989  5.07686  -1.52792
H  -4.41924  3.71665  -0.66613
H  -3.51360  3.41432  -2.19649
H  -2.37822  2.69039  1.77377
H  -3.69866  3.83264  1.37196
H  -2.12592  4.49612  1.89122

Results of the Löwdin charge analysis, in e, for atoms 1 through 8: number 1, Sm, carries 1.34; number 2, P, carries 0.76; number 3, P, carries 0.77; number 4, P, carries 0.70; number 5, H, carries 0.11; number 6, C, carries -0.12; number 7, C, carries -0.18; number 8, H, carries 0.10

***

This record from OMol25 describes a molecular structure, C35H56BFMnN10O5. The level of theory is ωB97M-V/def2-TZVPD.

Summary:
* charge: +1
* HOMO-LUMO gap (spin up / spin down): 0.255 / 0.296 hartree
* multiplicity: 5
* HOMO energy (spin up / spin down): -11.128 / -11.129 eV

Element x y z (Å)
Mn  -0.06606  -0.27273  0.15676
C  1.75922  1.83775  4.85316
C  0.80612  0.95169  4.12288
C  -0.12642  0.07830  4.63146
C  -0.75298  -0.51297  3.52623
N  -0.22382  -0.01643  2.39668
N  0.72750  0.88174  2.78422
B  1.54901  1.63975  1.74673
N  0.58467  2.38280  0.77963
N  -0.03930  1.74617  -0.25374
C  -0.65822  2.68626  -0.99605
C  -0.49096  3.91919  -0.36319
C  0.30720  3.69168  0.74104
C  0.82632  4.66576  1.74337
C  -1.32494  2.52797  -2.35107
C  -1.01656  1.20721  -3.04924
C  -0.78326  3.64629  -3.25625
C  -2.83940  2.71633  -2.19349
N  2.41026  0.67432  0.89437
N  1.86567  -0.09182  -0.09468
C  2.86117  -0.70852  -0.75093
C  4.06288  -0.33046  -0.15702
C  3.74217  0.52918  0.87611
C  4.65077  1.21421  1.83865
C  2.73272  -1.56569  -1.98803
C  3.32616  -2.94399  -1.69557
C  3.54536  -0.88152  -3.09973
C  1.29343  -1.71238  -2.47403
C  -1.79069  -1.60961  3.69225
C  -2.83972  -1.15286  4.71735
C  -2.52250  -2.00088  2.41313
C  -1.04965  -2.83804  4.25062
H  1.60039  1.72979  5.92373
H  2.79428  1.57598  4.63525
H  1.62065  2.88610  4.58999
H  -0.31992  -0.11114  5.67251
H  2.26055  2.42913  2.28458
H  -0.84947  4.87618  -0.69987
H  0.43188  5.65528  1.52454
H  0.52574  4.38871  2.75381
H  1.91444  4.71502  1.72117
H  0.03341  1.16956  -3.33646
H  -1.25281  0.33671  -2.44589
H  -1.60486  1.14308  -3.96664
H  0.30509  3.60785  -3.31092
H  -1.18260  3.52696  -4.26403
H  -1.07114  4.63338  -2.89541
H  -3.27622  1.93194  -1.57722
H  -3.07187  3.67611  -1.73108
H  -3.31886  2.68776  -3.17381
H  5.05284  -0.63799  -0.44519
H  5.67828  0.92309  1.63406
H  4.57431  2.29801  1.75834
H  4.41096  0.93434  2.86412
H  4.38163  -2.87526  -1.43152
H  2.81193  -3.43270  -0.87202
H  3.23872  -3.58291  -2.57521
H  4.59784  -0.79728  -2.83065
H  3.47672  -1.46733  -4.01705
H  3.16612  0.12221  -3.30165
H  0.68138  -2.28799  -1.78020
H  0.83801  -0.73766  -2.64524
H  1.29086  -2.24233  -3.42752
H  -3.30309  -0.21106  4.41688
H  -3.62424  -1.90651  4.80505
H  -2.40483  -1.00889  5.70534
H  -3.20274  -1.21056  2.10146
H  -1.84296  -2.21324  1.59293
H  -3.12339  -2.89165  2.60949
H  -0.65773  -2.63889  5.24759
H  -1.72613  -3.69247  4.31498
H  -0.20159  -3.09897  3.61692
C  -3.27089  -2.01206  -1.85895
N  -3.89144  -0.88786  -1.16913
C  -5.16753  -0.45008  -1.72016
C  -3.22940  -0.23151  -0.20436
O  -1.96931  -0.32871  -0.15274
N  -3.89497  0.55375  0.66793
C  -5.21639  0.21174  1.18835
C  -3.16960  1.52919  1.47329
H  -3.85995  -2.91349  -1.69556
H  -2.26138  -2.17339  -1.49141
H  -3.23468  -1.81040  -2.93044
H  -5.08146  -0.44780  -2.80728
H  -5.39841  0.56032  -1.39748
H  -5.98380  -1.11882  -1.44409
H  -5.52080  -0.77608  0.85797
H  -5.96914  0.94349  0.89310
H  -5.15893  0.19693  2.27822
H  -2.26056  1.84402  0.97075
H  -2.90635  1.11276  2.44667
H  -3.81172  2.39797  1.61798
F  -3.40053  -5.37837  -0.97298
C  -2.06763  -5.51220  -0.91107
C  -1.34944  -4.86061  0.00348
N  0.01887  -5.00068  0.10183
C  0.75372  -4.32036  1.15456
C  0.89049  -2.79844  1.05768
O  1.68587  -2.24695  1.77642
O  0.01983  -2.19881  0.26673
C  0.71704  -5.85001  -0.74532
O  1.91170  -6.01943  -0.68006
N  -0.06834  -6.49990  -1.67582
C  -1.44744  -6.41925  -1.86948
O  -2.01201  -7.03913  -2.73382
H  -1.82168  -4.20286  0.71970
H  1.76265  -4.72583  1.16810
H  0.29160  -4.54627  2.11883
H  0.42888  -7.13363  -2.28992

Results of the Löwdin charge analysis, in e, for atoms 1 through 8: number 1, Mn, carries 1.08; number 2, C, carries 0.00; number 3, C, carries -0.24; number 4, C, carries 0.04; number 5, C, carries -0.22; number 6, N, carries 0.10; number 7, N, carries 0.03; number 8, B, carries -0.49

***

This record from OMol25 describes a gas-phase ion, C7H12NO (charge +1) in a non-equilibrium geometry. The level of theory is ωB97M-V/def2-TZVPD.

Summary:
* charge: +1
* relative energy (zero: lowest compared OMol25 entry of this formula, charge and spin): 383.49 kJ/mol
* HOMO-LUMO gap: 0.269 hartree
* multiplicity: 1
* HOMO energy: -12.885 eV

Element x y z (Å)
C  -2.95332  -2.00224  0.64444
C  -2.45435  -0.94096  0.30373
C  0.16155  -0.16329  -0.84250
C  1.35909  0.31795  -0.01851
C  -2.07012  0.41418  -0.15904
C  2.63329  -0.27235  -0.75172
C  -3.11705  1.40776  0.09567
N  1.30017  -0.21833  1.32811
O  -0.93293  0.69684  -0.61366
H  -3.25971  -2.99805  0.67981
H  0.54096  0.01007  -1.94375
H  -0.13541  -1.15587  -0.78370
H  1.35367  1.36638  -0.10190
H  2.65644  0.09675  -1.83108
H  2.49224  -1.35281  -0.71585
H  3.53395  0.16085  -0.13880
H  -3.23753  1.58459  1.23690
H  -4.12848  1.02654  -0.13332
H  -2.93699  2.41800  -0.32496
H  1.98932  -0.94682  1.50085
H  1.27978  0.57587  2.11381

Results of the natural (NBO) charge analysis, in e, for atoms 1 through 8: number 1, C, carries -0.01; number 2, C, carries -0.13; number 3, C, carries -0.09; number 4, C, carries -0.07; number 5, C, carries 0.61; number 6, C, carries -0.62; number 7, C, carries -0.73; number 8, N, carries -0.88

***

This record from OMol25 describes 9 unconnected molecules or ions with the total composition C7H32N6O11 in a non-equilibrium geometry. The level of theory is ωB97M-V/def2-TZVPD.

Summary:
* charge: 0
* relative energy (zero: lowest compared OMol25 entry of this formula, charge and spin): 0.00 kJ/mol
* HOMO-LUMO gap: 0.361 hartree
* multiplicity: 1
* HOMO energy: -9.677 eV

Element x y z (Å)
N  13.11356  13.36751  8.63150
C  12.46354  14.58392  8.81616
N  11.56406  14.90490  7.83580
O  12.55014  15.27200  9.80354
H  13.45500  13.10945  7.70486
H  13.72428  13.22571  9.43321
H  11.69781  14.52735  6.89683
H  11.47386  15.89543  7.92255
N  8.23755  8.78507  10.85986
C  7.85722  10.02404  10.61397
N  6.66820  10.45130  10.90782
O  8.67538  10.77937  10.04527
H  9.28133  8.77003  10.83649
H  7.83789  8.20497  11.58311
H  5.90638  9.79498  10.75887
H  6.50478  11.40542  10.62833
N  11.18215  10.81697  8.98089
C  10.76717  10.99859  7.68896
N  9.43926  10.84978  7.45559
O  11.61806  11.26003  6.77653
H  12.03151  11.36408  9.12887
H  10.44678  10.72087  9.70977
H  8.77612  10.92178  8.22625
H  9.10571  11.13453  6.55480
O  12.33475  6.21770  4.73824
C  11.44242  6.62686  5.74200
C  11.58095  8.05577  6.16322
O  11.39561  8.90975  4.96357
H  12.81298  7.00158  4.49985
H  10.42458  6.52016  5.34880
H  11.55493  5.95716  6.59489
H  12.53265  8.26030  6.68345
H  10.81336  8.18802  6.89410
H  11.26995  9.81047  5.21544
O  16.78535  9.92497  7.37183
C  16.38028  10.66481  6.30849
C  15.11744  11.39110  6.74047
O  14.21676  10.41838  7.11184
H  17.39565  9.23783  7.09153
H  17.11403  11.41278  5.94129
H  16.26296  10.08245  5.36321
H  14.80834  12.10429  5.98037
H  15.44085  11.97318  7.63065
H  13.27782  10.64861  7.05976
O  11.09638  8.25099  10.51081
H  11.89517  8.64995  10.86449
H  11.35707  8.27259  9.55376
O  11.65156  13.45890  5.43599
H  11.51642  12.54819  5.77356
H  10.86697  13.80843  5.03643
O  8.27930  12.74264  5.23959
H  8.37475  13.04221  4.32765
H  8.52582  13.52261  5.73465
O  14.40085  9.09524  9.74780
H  14.30630  9.54166  8.86561
H  15.36028  9.07007  9.82826

Results of the natural (NBO) charge analysis, in e, for atoms 1 through 8: number 1, N, carries -0.89; number 2, C, carries 0.78; number 3, N, carries -0.87; number 4, O, carries -0.65; number 5, H, carries 0.40; number 6, H, carries 0.40; number 7, H, carries 0.41; number 8, H, carries 0.38